# 1
{"formula": "C10H9N5", "method": "ωB97M-V with the def2-TZVPD basis set", "symbols": ["C", "C", "C", "C", "C", "C", "C", "C", "C", "C", "N", "N", "N", "N", "N", "H", "H", "H", "H", "H", "H", "H", "H", "H"], "xyz": [[-4.117, 0.262, 0.184], [-3.567, -0.908, 0.714], [-3.220, 1.194, -0.338], [-2.253, -1.317, 0.500], [-1.904, 0.825, -0.592], [0.578, -2.035, -0.414], [-1.370, -0.389, -0.116], [0.114, -0.698, -0.188], [1.078, 0.271, -0.063], [4.305, 1.672, 0.355], [1.872, -2.304, -0.422], [3.553, -0.496, -0.033], [1.934, 1.153, 0.160], [2.514, -1.237, -0.107], [3.177, 0.754, 0.202], [-5.158, 0.533, 0.044], [-4.282, -1.584, 1.053], [-3.446, 2.212, -0.856], [-2.069, -2.328, 0.766], [-1.300, 1.459, -1.217], [-0.057, -2.824, -0.886], [5.067, 1.069, 0.812], [4.759, 2.230, -0.576], [3.791, 2.488, 1.016]], "forces_ev_per_a": [[1.15, 1.46, -0.09], [-0.40, 0.59, -1.79], [0.37, 1.28, -2.30], [-0.67, 2.18, -0.28], [0.38, -0.78, 0.97], [-1.02, 0.51, -1.28], [0.35, -0.82, 0.26], [-1.90, -0.09, -0.53], [2.43, -3.85, 0.33], [-1.36, 2.88, 0.07], [1.73, -0.99, 0.05], [-0.95, -3.03, -0.31], [-1.16, 0.96, -0.01], [-2.25, 5.10, 0.17], [2.26, 0.45, -0.77], [-0.12, -0.54, 0.83], [-0.85, -1.37, 0.86], [-0.41, -1.98, 1.26], [0.95, -0.48, 0.36], [0.37, 0.28, 0.19], [0.33, 0.72, 1.10], [0.39, 0.29, 0.47], [-1.35, -1.48, 1.34], [1.72, -1.30, -0.88]], "max_force_ev_per_a": 5.574, "e_homo_ha": -0.297, "energy_ev": -17959.544, "orbital_gap_ev": 8.595, "e_above_lowest_kcal_mol": 117.0}


# 2
{"formula": "C10H9NO2", "method": "ωB97M-V with the def2-TZVPD basis set", "symbols": ["C", "C", "C", "C", "C", "C", "C", "C", "C", "C", "N", "O", "O", "H", "H", "H", "H", "H", "H", "H", "H", "H"], "xyz": [[-3.447, 0.443, 0.051], [-2.725, 1.627, 0.036], [-2.821, -0.801, 0.011], [-1.367, 1.598, -0.042], [-1.397, -0.801, -0.118], [-0.647, 0.422, -0.146], [-0.725, -2.006, -0.073], [0.766, 0.365, -0.037], [1.308, -0.848, 0.314], [3.718, -0.514, -0.205], [2.614, -1.227, 0.229], [-0.580, -3.173, -0.291], [1.463, 1.563, 0.001], [-4.456, 0.559, 0.163], [-3.230, 2.523, -0.011], [-3.468, -1.688, 0.198], [-0.895, 2.596, -0.123], [4.353, -0.252, 0.743], [4.428, -0.914, -0.939], [3.550, 0.452, -0.468], [2.750, -2.196, 0.551], [0.806, 2.271, 0.156]], "forces_ev_per_a": [[1.78, -1.31, 0.11], [1.22, -1.84, -0.54], [-0.61, 1.12, 0.59], [-0.04, 2.23, -0.83], [-1.58, 0.12, 0.09], [0.66, -1.46, 0.96], [3.51, -2.82, -0.62], [-0.04, -0.16, 0.56], [-0.30, -0.83, -1.46], [4.16, 0.22, 2.71], [-3.35, -2.22, 0.75], [-1.07, 3.14, 0.67], [-0.19, 0.72, -0.07], [-2.57, -0.28, 0.15], [-1.01, 1.92, 0.24], [1.02, 0.48, -0.50], [-0.05, -0.74, 0.14], [-0.44, -0.80, -1.40], [-0.61, -0.66, 0.08], [-1.43, 2.61, -1.28], [0.19, 1.00, -0.27], [0.76, -0.46, -0.06]], "max_force_ev_per_a": 4.970, "e_homo_ha": [-0.250, -0.250], "energy_ev": -16096.716, "orbital_gap_ev": [6.279, 6.282], "e_above_lowest_kcal_mol": 103.6}


# 3
{"formula": "C10H9NO3P", "method": "ωB97M-V with the def2-TZVPD basis set", "symbols": ["C", "C", "C", "C", "C", "C", "C", "C", "C", "C", "N", "O", "O", "O", "P", "H", "H", "H", "H", "H", "H", "H", "H", "H"], "xyz": [[1.927, 2.461, 0.039], [1.035, 2.710, 1.057], [1.513, 1.710, -1.058], [1.086, -2.753, 0.142], [0.035, -3.351, -0.719], [-0.264, 2.238, 1.018], [0.248, 1.226, -1.088], [0.417, -1.825, 0.866], [-1.161, -2.744, -0.527], [-0.627, 1.475, -0.033], [-0.920, -1.883, 0.530], [-2.343, 0.054, -1.473], [-3.291, 1.119, 0.726], [-1.829, -0.975, 0.990], [-2.183, 0.498, -0.062], [2.977, 2.835, 0.218], [1.194, 3.381, 1.930], [2.135, 1.593, -1.921], [2.084, -2.906, 0.439], [0.250, -4.039, -1.435], [-0.918, 2.697, 1.724], [-0.021, 0.568, -1.948], [0.749, -1.308, 1.728], [-2.090, -2.781, -1.143]], "forces_ev_per_a": [[1.71, 0.46, 0.94], [-0.30, 1.17, 1.16], [1.03, 1.12, 0.22], [-2.70, -0.14, -0.64], [2.25, 1.18, 1.35], [0.98, 1.36, 0.13], [-0.63, -1.27, -0.78], [-1.63, -0.58, -0.09], [0.14, 0.64, 0.64], [-1.65, -2.36, -0.91], [-0.21, 1.02, -0.75], [0.13, -0.44, 0.31], [1.02, -0.25, -0.19], [-0.36, 1.56, -0.67], [-1.21, -0.38, 0.47], [-1.16, -0.44, -0.77], [0.74, -0.53, -0.83], [0.52, -0.25, -0.20], [1.09, -0.92, -0.57], [0.38, -1.95, -1.97], [-0.83, -0.64, 0.55], [-0.25, 0.69, 0.98], [0.01, 0.76, 0.48], [0.94, 0.20, 1.12]], "max_force_ev_per_a": 3.021, "e_homo_ha": -0.183, "energy_ev": -27439.005, "orbital_gap_ev": 8.396, "e_above_lowest_kcal_mol": 0.0, "charge": -1}


# 4
{"formula": "C10H9O2S2", "method": "ωB97M-V with the def2-TZVPD basis set", "symbols": ["C", "C", "C", "C", "C", "C", "C", "C", "C", "C", "O", "O", "S", "S", "H", "H", "H", "H", "H", "H", "H", "H", "H"], "xyz": [[2.639, 1.002, 2.184], [2.122, 1.946, 1.321], [1.998, -0.170, 2.350], [1.133, 1.556, 0.391], [1.077, -0.653, 1.471], [0.582, 0.266, 0.540], [0.018, -1.641, -1.065], [-3.065, -0.355, -1.003], [-2.178, -0.076, -2.272], [-0.497, -0.151, -0.443], [-0.524, -2.607, -0.605], [0.915, -1.469, -1.896], [-2.017, -0.366, 0.492], [-0.780, 0.946, -1.817], [3.478, 1.219, 2.832], [2.744, 2.863, 1.163], [2.143, -0.928, 3.144], [0.955, 2.032, -0.510], [0.652, -1.720, 1.411], [-3.826, 0.420, -0.779], [-3.395, -1.402, -1.176], [-1.688, -1.012, -2.493], [-2.485, 0.301, -3.241]], "forces_ev_per_a": [[0.17, 1.77, 1.36], [1.25, 0.45, -2.14], [-0.27, -3.85, 1.30], [1.12, -1.96, 2.88], [-2.38, -0.25, -1.41], [-0.18, 0.56, -1.51], [0.90, 2.91, -0.66], [-0.03, -0.17, -0.90], [0.91, -0.13, 0.79], [1.48, -1.54, 0.51], [-1.11, -2.23, 0.93], [0.28, -0.32, -0.25], [-0.31, 0.49, -0.34], [-0.23, 0.67, 0.28], [-0.02, 0.30, 0.06], [-0.92, -0.63, 0.11], [1.03, 0.85, -0.18], [-0.61, 1.56, -1.15], [0.75, 1.79, 0.56], [0.05, -0.79, -0.60], [-0.59, 0.86, 0.38], [-0.13, -0.50, -0.24], [-1.17, 0.19, 0.24]], "max_force_ev_per_a": 4.072, "e_homo_ha": -0.148, "energy_ev": -36282.103, "orbital_gap_ev": 7.126, "charge": -1}


# 5
{"formula": "C11H10BiBrNO", "method": "ωB97M-V with the def2-TZVPD basis set", "symbols": ["C", "C", "C", "H", "C", "C", "H", "H", "H", "H", "Bi", "Br", "C", "C", "C", "H", "C", "C", "H", "H", "H", "H", "O", "C", "N"], "xyz": [[1.333, 0.348, -1.603], [0.856, 1.682, -1.677], [1.162, 2.346, -0.469], [0.199, 2.053, -2.462], [1.962, 1.506, 0.328], [2.082, 0.224, -0.365], [2.784, -0.578, -0.121], [1.245, -0.377, -2.407], [0.812, 3.348, -0.230], [2.579, 1.792, 1.194], [0.100, -1.015, 0.426], [-1.449, -1.675, -1.582], [-0.054, -5.335, -0.292], [1.367, -5.321, -0.138], [1.948, -5.107, -1.424], [1.907, -5.473, 0.795], [0.885, -4.989, -2.373], [-0.352, -5.126, -1.673], [-1.345, -5.098, -2.120], [-0.787, -5.527, 0.494], [3.011, -5.056, -1.653], [0.993, -4.858, -3.452], [-1.752, 2.930, 1.633], [-1.514, 1.819, 1.274], [-1.223, 0.700, 0.914]], "forces_ev_per_a": [[-0.11, 1.53, -0.67], [-0.47, -1.50, 0.34], [0.81, -0.35, 0.10], [0.22, -0.08, 0.23], [0.31, -0.26, -0.51], [-0.48, 0.58, 0.75], [-0.01, 0.37, -0.23], [0.12, -0.02, 0.35], [0.30, -0.23, 0.07], [-0.75, -0.25, -0.31], [-0.93, 0.59, -0.44], [0.22, 0.13, 0.33], [0.26, 0.20, -0.60], [-0.31, 0.32, -0.54], [-0.79, 0.11, 0.03], [-0.08, -0.01, -0.19], [-0.18, -0.17, 0.79], [0.90, -0.20, 0.31], [0.22, 0.01, 0.13], [0.21, 0.08, -0.18], [-0.20, -0.03, 0.08], [0.00, 0.03, 0.33], [-0.11, -1.12, -0.36], [1.09, -0.62, -0.24], [-0.24, 0.88, 0.43]], "max_force_ev_per_a": 1.676, "e_homo_ha": -0.109, "energy_ev": -90988.678, "orbital_gap_ev": 4.708, "e_above_lowest_kcal_mol": 1.0, "charge": -1}


# 6
{"formula": "C11H10BrCl", "method": "ωB97M-V with the def2-TZVPD basis set", "symbols": ["C", "C", "C", "C", "C", "C", "C", "C", "C", "C", "C", "Cl", "Br", "H", "H", "H", "H", "H", "H", "H", "H", "H", "H"], "xyz": [[0.570, -2.682, -1.671], [-0.499, -1.864, -1.656], [1.322, -2.685, -0.495], [-0.937, -1.197, -0.489], [0.923, -2.073, 0.713], [-0.213, -1.271, 0.760], [-0.998, 0.786, 1.824], [0.061, 2.162, -0.900], [-0.434, -0.392, 1.931], [-1.143, 2.418, -0.130], [-0.027, 3.317, 0.149], [-0.275, 4.934, -0.435], [1.443, 3.215, 1.404], [0.897, -3.161, -2.618], [-0.998, -1.625, -2.574], [2.276, -3.158, -0.282], [-1.682, -0.473, -0.575], [1.513, -2.038, 1.585], [-1.273, 1.115, 0.788], [-1.272, 1.658, 2.410], [0.892, 1.473, -0.670], [0.036, 2.185, -1.972], [-0.183, -0.642, 2.903]], "forces_ev_per_a": [[2.31, -0.66, 0.14], [-2.09, 1.65, 1.07], [0.61, -0.62, 2.10], [2.27, -0.59, 1.01], [-1.20, 0.58, -1.75], [-0.28, -0.22, -2.07], [-0.71, 1.85, -1.65], [1.33, -0.33, 0.49], [-1.08, 0.40, -1.26], [-0.98, -0.50, -0.07], [1.93, -0.40, -1.07], [-0.30, 0.42, 0.22], [-0.59, -0.02, 0.01], [-0.12, 0.29, 0.97], [-0.47, -0.12, -0.30], [0.01, -0.49, -1.14], [-1.45, 0.83, -0.15], [1.04, -0.50, 0.69], [-0.31, -0.46, 0.06], [0.42, -0.84, 1.05], [-0.57, 0.43, 0.53], [-0.61, 0.50, -0.56], [0.85, -1.22, 1.69]], "max_force_ev_per_a": 2.873, "e_homo_ha": -0.327, "energy_ev": -94127.178, "orbital_gap_ev": 7.824, "e_above_lowest_kcal_mol": 41.3}


# 7
{"formula": "C11H10BrNOV", "method": "ωB97M-V with the def2-TZVPD basis set", "symbols": ["C", "C", "C", "H", "C", "C", "H", "H", "H", "H", "V", "Br", "C", "C", "C", "H", "C", "C", "H", "H", "H", "H", "O", "C", "N"], "xyz": [[1.721, 0.525, -1.285], [2.916, 0.827, -0.493], [3.356, -0.402, 0.136], [3.404, 1.833, -0.377], [2.361, -1.400, -0.265], [1.428, -0.843, -1.182], [0.586, -1.349, -1.732], [1.108, 1.190, -1.929], [4.328, -0.580, 0.761], [2.366, -2.431, 0.034], [1.510, 0.195, 0.795], [0.823, 2.462, 2.045], [-3.338, 0.103, 0.455], [-2.888, -0.665, -0.736], [-2.274, 0.250, -1.645], [-2.733, -1.760, -0.743], [-2.276, 1.576, -1.005], [-2.981, 1.482, 0.252], [-2.896, 2.246, 1.051], [-3.541, -0.379, 1.441], [-1.813, 0.029, -2.610], [-1.724, 2.453, -1.377], [-0.185, -2.390, 3.778], [0.185, -1.860, 2.765], [0.556, -1.115, 1.866]], "forces_ev_per_a": [[0.85, 0.96, -1.15], [1.66, 0.27, -1.60], [1.35, -0.76, -1.01], [-0.74, -1.30, -0.10], [1.95, -0.24, -1.03], [0.06, -0.38, -0.23], [0.88, 0.67, 1.20], [0.61, -0.25, 0.97], [-2.33, 0.46, -1.17], [-0.04, -0.05, 0.26], [-5.96, 1.82, 5.02], [0.79, -1.32, -0.92], [1.40, -0.55, -1.26], [0.15, 1.29, 1.43], [-0.06, 1.25, 1.84], [-0.59, 0.65, -0.20], [-0.48, -1.39, 0.01], [1.32, -1.09, -0.50], [-0.44, -0.51, -0.67], [-0.20, 0.56, -1.00], [-0.18, -0.03, 0.18], [-0.59, -0.32, 0.07], [0.62, 0.28, -2.24], [0.23, 1.91, 0.62], [-0.25, -1.91, 1.48]], "max_force_ev_per_a": 8.002, "spin_multiplicity": 3, "e_homo_ha": [-0.091, -0.091], "s2": 2.020, "energy_ev": -110836.435, "orbital_gap_ev": [3.653, 4.076], "charge": -1}


# 8
{"formula": "C11H10ClN5", "method": "ωB97M-V with the def2-TZVPD basis set", "symbols": ["Cl", "N", "N", "N", "C", "C", "C", "C", "C", "C", "C", "C", "C", "C", "C", "N", "N", "H", "H", "H", "H", "H", "H", "H", "H", "H", "H"], "xyz": [[1.524, 1.111, -6.779], [0.804, 0.513, -0.941], [-0.042, -0.336, -0.343], [1.776, 1.526, -2.725], [1.943, 1.710, -4.103], [0.996, 0.577, -2.242], [0.386, -0.439, -3.100], [0.644, -0.234, -4.477], [0.438, 0.688, 1.765], [0.251, 0.756, 3.179], [-1.358, -0.992, 3.100], [1.334, 0.891, -5.019], [-0.285, -0.239, 1.016], [-0.661, -0.081, 3.845], [-1.194, -1.064, 1.723], [-1.036, 0.301, 5.108], [-1.751, -2.079, 1.047], [2.600, 2.545, -4.394], [-0.182, -1.210, -2.689], [0.103, -0.820, -5.246], [1.156, 1.365, 1.254], [0.737, 1.547, 3.742], [-2.073, -1.671, 3.501], [-0.199, 0.509, 5.662], [-1.739, -0.223, 5.627], [-2.564, -2.539, 1.491], [-1.608, -2.113, -0.003]], "forces_ev_per_a": [[-0.21, -0.17, 1.37], [-2.08, -0.88, 7.45], [1.12, 1.31, -3.50], [0.31, 0.89, -1.75], [0.02, 0.02, 2.07], [-1.09, -2.99, -4.38], [2.63, 3.49, -2.43], [-1.82, -0.26, -0.29], [0.43, 0.74, 2.85], [0.97, 0.37, -2.29], [-0.15, 0.01, -0.72], [0.14, -0.94, 0.81], [1.68, 1.53, -0.02], [-0.87, 1.25, -0.98], [1.18, -0.55, -0.95], [0.96, -0.27, 1.51], [-1.44, -1.32, -1.84], [-0.45, -0.47, 0.22], [-0.79, -1.11, 0.31], [0.56, -0.10, 0.70], [-0.73, -0.60, 0.47], [0.04, -0.09, -0.05], [-0.43, -0.34, 0.64], [-0.83, 0.12, 0.06], [0.48, -0.05, -0.45], [0.92, 0.34, -0.91], [-0.54, 0.09, 2.12]], "max_force_ev_per_a": 7.786, "e_homo_ha": -0.278, "energy_ev": -31539.836, "orbital_gap_ev": 6.551, "e_above_lowest_kcal_mol": 27.3}


Which formula does entry 7 have? C11H10BrNOV


What did the eighth record say?
{"formula": "C11H10ClN5", "method": "ωB97M-V with the def2-TZVPD basis set", "symbols": ["Cl", "N", "N", "N", "C", "C", "C", "C", "C", "C", "C", "C", "C", "C", "C", "N", "N", "H", "H", "H", "H", "H", "H", "H", "H", "H", "H"], "xyz": [[1.524, 1.111, -6.779], [0.804, 0.513, -0.941], [-0.042, -0.336, -0.343], [1.776, 1.526, -2.725], [1.943, 1.710, -4.103], [0.996, 0.577, -2.242], [0.386, -0.439, -3.100], [0.644, -0.234, -4.477], [0.438, 0.688, 1.765], [0.251, 0.756, 3.179], [-1.358, -0.992, 3.100], [1.334, 0.891, -5.019], [-0.285, -0.239, 1.016], [-0.661, -0.081, 3.845], [-1.194, -1.064, 1.723], [-1.036, 0.301, 5.108], [-1.751, -2.079, 1.047], [2.600, 2.545, -4.394], [-0.182, -1.210, -2.689], [0.103, -0.820, -5.246], [1.156, 1.365, 1.254], [0.737, 1.547, 3.742], [-2.073, -1.671, 3.501], [-0.199, 0.509, 5.662], [-1.739, -0.223, 5.627], [-2.564, -2.539, 1.491], [-1.608, -2.113, -0.003]], "forces_ev_per_a": [[-0.21, -0.17, 1.37], [-2.08, -0.88, 7.45], [1.12, 1.31, -3.50], [0.31, 0.89, -1.75], [0.02, 0.02, 2.07], [-1.09, -2.99, -4.38], [2.63, 3.49, -2.43], [-1.82, -0.26, -0.29], [0.43, 0.74, 2.85], [0.97, 0.37, -2.29], [-0.15, 0.01, -0.72], [0.14, -0.94, 0.81], [1.68, 1.53, -0.02], [-0.87, 1.25, -0.98], [1.18, -0.55, -0.95], [0.96, -0.27, 1.51], [-1.44, -1.32, -1.84], [-0.45, -0.47, 0.22], [-0.79, -1.11, 0.31], [0.56, -0.10, 0.70], [-0.73, -0.60, 0.47], [0.04, -0.09, -0.05], [-0.43, -0.34, 0.64], [-0.83, 0.12, 0.06], [0.48, -0.05, -0.45], [0.92, 0.34, -0.91], [-0.54, 0.09, 2.12]], "max_force_ev_per_a": 7.786, "e_homo_ha": -0.278, "energy_ev": -31539.836, "orbital_gap_ev": 6.551, "e_above_lowest_kcal_mol": 27.3}


What did the seventh record say?
{"formula": "C11H10BrNOV", "method": "ωB97M-V with the def2-TZVPD basis set", "symbols": ["C", "C", "C", "H", "C", "C", "H", "H", "H", "H", "V", "Br", "C", "C", "C", "H", "C", "C", "H", "H", "H", "H", "O", "C", "N"], "xyz": [[1.721, 0.525, -1.285], [2.916, 0.827, -0.493], [3.356, -0.402, 0.136], [3.404, 1.833, -0.377], [2.361, -1.400, -0.265], [1.428, -0.843, -1.182], [0.586, -1.349, -1.732], [1.108, 1.190, -1.929], [4.328, -0.580, 0.761], [2.366, -2.431, 0.034], [1.510, 0.195, 0.795], [0.823, 2.462, 2.045], [-3.338, 0.103, 0.455], [-2.888, -0.665, -0.736], [-2.274, 0.250, -1.645], [-2.733, -1.760, -0.743], [-2.276, 1.576, -1.005], [-2.981, 1.482, 0.252], [-2.896, 2.246, 1.051], [-3.541, -0.379, 1.441], [-1.813, 0.029, -2.610], [-1.724, 2.453, -1.377], [-0.185, -2.390, 3.778], [0.185, -1.860, 2.765], [0.556, -1.115, 1.866]], "forces_ev_per_a": [[0.85, 0.96, -1.15], [1.66, 0.27, -1.60], [1.35, -0.76, -1.01], [-0.74, -1.30, -0.10], [1.95, -0.24, -1.03], [0.06, -0.38, -0.23], [0.88, 0.67, 1.20], [0.61, -0.25, 0.97], [-2.33, 0.46, -1.17], [-0.04, -0.05, 0.26], [-5.96, 1.82, 5.02], [0.79, -1.32, -0.92], [1.40, -0.55, -1.26], [0.15, 1.29, 1.43], [-0.06, 1.25, 1.84], [-0.59, 0.65, -0.20], [-0.48, -1.39, 0.01], [1.32, -1.09, -0.50], [-0.44, -0.51, -0.67], [-0.20, 0.56, -1.00], [-0.18, -0.03, 0.18], [-0.59, -0.32, 0.07], [0.62, 0.28, -2.24], [0.23, 1.91, 0.62], [-0.25, -1.91, 1.48]], "max_force_ev_per_a": 8.002, "spin_multiplicity": 3, "e_homo_ha": [-0.091, -0.091], "s2": 2.020, "energy_ev": -110836.435, "orbital_gap_ev": [3.653, 4.076], "charge": -1}